# 1
2 unconnected molecules or ions with the total composition C3H6O3 at a distorted geometry. Source: the Open Molecules 2025 dataset; level of theory: ωB97M-V/def2-TZVPD.

Results
LUMO energy: 0.0152 Ha
ΔE to the lowest compared entry with this formula, charge and spin: 40.8 kcal per mole
HOMO level: -10.3396 eV
F_max: 3.33 eV/Å
SMILES: CC(=O)O.C=O

```
12
C3H6O3 ωB97M-V/def2-TZVPD
O -1.97788 -0.30928 -1.22136
C -0.98366 -0.85187 0.94190
H 0.00524 -0.45450 1.10584
H -1.32889 1.66994 -0.77894
H -1.54786 -0.88722 1.89925
O 3.56515 0.31246 -0.53389
H 1.72444 1.34254 -0.72461
H -0.93145 -1.86342 0.53390
C -1.41606 -0.02301 -0.17166
H 1.69814 -0.61458 -0.64783
C 2.37060 0.40251 -0.51723
O -1.17777 1.27641 0.11461
```



# 2
A molecular structure, C11H23CuFNO2P2 at a distorted geometry. Source: the Open Molecules 2025 dataset; level of theory: ωB97M-V/def2-TZVPD.

Results
Total charge: +1
LUMO energy (alpha / beta): -0.0969 / -0.1754 Ha
2S+1: 2
⟨S²⟩: 0.79
ΔE to the lowest compared entry with this formula, charge and spin: 2.4 kcal per mole
HOMO level (alpha / beta): -11.1864 / -11.2289 eV
F_max: 1.50 eV/Å

```
41
C11H23CuFNO2P2 ωB97M-V/def2-TZVPD
H 3.17110 -1.37440 -0.80346
F -0.26628 1.78214 2.93103
H -0.12640 -3.21713 -3.87680
H 2.90647 0.73335 2.90076
H 0.46650 4.44872 0.86824
O 2.57227 2.26095 -1.39255
H -4.48876 1.11698 0.80099
P -2.17051 0.50378 0.47374
C 2.15460 -1.21644 -0.39965
H -0.16238 2.18359 2.04934
H -3.47528 -0.62150 -1.26010
C 1.01544 -1.52096 -1.17723
Cu -0.29747 0.10582 1.41546
P 1.77634 -0.58782 1.24359
H -3.41210 1.81458 2.05162
C 1.94951 -2.20862 2.03365
C -1.37370 -1.48828 -1.22625
C -1.37325 -2.29354 -2.37457
H 2.34247 2.34057 -2.34354
C 1.04028 -2.17509 -2.44610
H 2.94264 -2.55729 1.73461
H -3.06654 -1.64899 0.11948
C 3.11544 0.41478 1.87509
H 0.91414 3.26947 0.04024
N -0.21826 -1.23474 -0.60812
H 1.84163 -2.16434 3.11748
H -1.28271 1.55230 -1.49761
H 3.23768 1.29547 1.24301
H 4.01613 -0.19747 1.86054
C -2.13196 1.76792 -0.83325
H -3.07367 1.68178 -1.39753
H 1.18366 -2.85752 1.59926
H 2.60964 1.30771 -1.29177
H -2.30665 -2.64087 -2.79537
C -2.64889 -0.92129 -0.59108
H 2.00906 -2.32581 -2.92127
C -0.15295 -2.63713 -2.96036
O 0.22945 3.52688 0.65638
C -3.62658 0.92252 1.44944
H -1.99915 2.76792 -0.39865
H -3.84097 0.09197 2.13132
```



# 3
A molecular structure, C52H46N4O3P2STl at a distorted geometry. Source: the Open Molecules 2025 dataset; level of theory: ωB97M-V/def2-TZVPD.

Results
Total charge: +1
LUMO energy: -0.1160 Ha
ΔE to the lowest compared entry with this formula, charge and spin: 25.2 kcal per mole
HOMO level: -9.7169 eV
F_max: 1.81 eV/Å

```
109
C52H46N4O3P2STl ωB97M-V/def2-TZVPD
C -5.48090 -3.36580 0.96750
C 4.87590 0.68380 -0.11960
C 4.18700 -0.09390 2.46440
H 2.43850 -3.39810 -0.32670
H -5.56200 -4.33810 0.50430
C 0.95690 2.58850 1.25830
H -3.34570 -3.25120 0.73810
C 3.67560 0.04760 0.12890
H 0.63970 6.34500 2.20810
C -6.61430 -2.71750 1.43550
C -0.40080 -6.43280 0.31830
C 3.18230 -3.24960 2.96400
C -0.27410 -1.95040 4.98040
C -3.54200 -2.79190 -3.38340
Tl -0.39780 -0.03880 0.07290
O 2.66380 1.07010 -2.06150
H 3.91760 -0.36980 3.47340
C -1.26050 1.97880 -2.60770
H 0.02490 -7.17570 -1.64380
H -7.58650 -3.16630 1.29730
C -2.21560 -1.39920 -4.82710
H -2.57040 -3.51320 -1.61620
H -0.77350 -0.60360 6.56400
C -3.41500 -2.03180 -4.53590
H 0.85740 -3.55360 -4.03230
C 2.62660 -2.88530 1.74200
H 3.00650 -2.64150 3.83910
H -5.14780 0.07790 2.67620
H 1.61700 1.03160 3.41950
H 2.90450 3.10490 0.57060
H -1.22420 1.20120 -3.37110
C 1.90060 4.82620 1.36540
H 6.69560 1.39680 0.74420
C 0.72480 5.30350 1.94520
C 2.00760 3.50150 1.02460
C 0.08350 -5.04840 -1.58410
C 0.39130 -2.10520 3.78130
H 5.09570 1.02280 -1.12060
H 4.73660 -0.97360 -2.43660
O -1.81970 -1.49780 1.20960
C -0.06780 -3.90880 -0.79840
C 1.60060 -2.23550 -2.51170
C -0.25530 -0.72320 5.62500
C -0.08490 -6.30020 -1.02390
S 2.34940 0.01370 -1.08680
C 4.04260 -2.44800 -3.83330
C -2.56510 1.84530 -1.81930
C -2.81870 -0.83460 1.62430
C 3.31440 -0.34390 1.41400
H 0.39440 -3.06070 3.27400
C 4.15450 -5.19900 1.95570
H -2.22900 2.77900 2.61440
C -6.49900 -1.49100 2.07550
H 4.74090 -6.10070 2.04380
C 1.72630 -3.04480 -3.63980
C -1.14930 -1.51120 -3.95370
H -2.56570 2.57300 -1.00370
C -0.36400 -4.04340 0.55330
H -0.21570 -1.00610 -4.16130
P 0.04320 -2.24270 -1.54980
C -0.32850 4.44860 2.15530
H -0.54170 -7.41470 0.74350
H -4.48190 -3.26630 -3.14980
H 0.75430 1.64860 -2.18640
H -0.75410 -5.40010 2.15790
N -2.79400 0.46210 1.89470
C 2.85650 -3.68120 0.62920
H 0.41980 1.30530 5.56260
C 1.09270 0.19860 3.86400
H 4.99130 -2.53710 -4.33690
C 3.90970 -1.58510 -2.75960
H -0.81310 -2.78330 5.40830
H -7.37980 -1.01290 2.47960
C 5.39550 0.53740 2.21800
H 6.06420 0.74590 3.03890
C 5.75070 0.90920 0.93040
H 3.01660 -3.77020 -5.17620
O 1.16290 1.33190 0.98050
H -2.11180 -0.81130 -5.72770
N -2.63080 0.50790 -1.23650
H -0.48720 -3.16140 1.16250
N -0.13510 1.78670 -1.70140
C -1.43750 2.29910 2.03640
H 4.38750 -4.65810 4.01500
H -4.25480 -1.91770 -5.20320
C -0.52390 -5.30230 1.10730
C -4.13010 -1.50380 1.67640
C -0.26580 3.08650 1.80680
N -1.64020 1.08050 1.65180
H -1.24510 4.82980 2.58240
H 0.34120 -4.97220 -2.62740
C 3.94670 -4.39600 3.06520
H 3.77470 -5.45000 -0.13660
C -5.26180 -0.88060 2.19350
H -3.39760 0.43870 -0.57410
H -0.01540 2.61070 -1.11810
C 2.69660 -1.46860 -2.10750
C -2.47360 -2.92140 -2.51530
C -1.26950 -2.28050 -2.79860
H -3.41690 2.05710 -2.47630
C -4.24370 -2.76590 1.09380
H -1.23000 2.95880 -3.09590
C 3.60890 -4.83720 0.73620
C 0.42200 0.34750 5.06510
H 2.72500 5.49800 1.17880
H -2.77460 -0.18980 -1.96150
C 2.93970 -3.14870 -4.29600
C 1.08860 -1.03390 3.22390
P 1.74850 -1.27730 1.55460
```



# 4
2 unconnected molecules or ions with the total composition C4H13NO2 at a distorted geometry. Source: the Open Molecules 2025 dataset; level of theory: ωB97M-V/def2-TZVPD.

Results
Total charge: +1
LUMO energy (alpha / beta): -0.1083 / -0.2821 Ha
2S+1: 2
⟨S²⟩: 0.75
ΔE to the lowest compared entry with this formula, charge and spin: 20.7 kcal per mole
HOMO level (alpha / beta): -14.5292 / -14.4260 eV
F_max: 1.95 eV/Å

```
20
C4H13NO2 ωB97M-V/def2-TZVPD
C 0.05893 0.99936 -0.51312
H -0.25219 0.19946 -1.17375
H -2.60087 -1.69488 -1.13831
N 1.44681 0.89724 -0.20219
C 2.10161 -0.40074 -0.26440
H 0.50926 -1.76921 0.49947
C -0.85521 1.07103 0.76136
H -2.68754 0.77740 0.30385
H -0.12826 1.94421 -1.01591
H 2.22902 -2.18590 0.80550
O -2.86996 -0.92718 -0.61284
C 1.49580 -1.38245 0.73113
H 1.97229 -0.71119 -1.30691
H 2.00761 1.65688 -0.57564
H -0.40731 1.78470 1.43921
H -0.92826 0.11107 1.27337
H 1.52277 -0.94189 1.72511
H 3.16733 -0.31189 -0.06210
H -3.69120 -0.65053 -1.04541
O -2.09062 1.53451 0.37156
```



> Which formula does entry 2 have?

C11H23CuFNO2P2



> Which value of ΔE to the lowest compared entry with this formula, charge and spin does entry 1 give?

40.8 kcal per mole